[1]
94
Properties=species:S:1:pos:R:3:mulliken_spin:R:1 method="wB97M-V/def2-TZVPD" total_charge=-1 homo_energy_ev="-3.61 / -3.65" de_lowest_kj_mol=69.3 s2=3.769 multiplicity=4 gap_ev="5.79 / 5.81" energy_ev=-83485.296
Tc 0.016 -0.211 -0.410 2.502
C 1.086 -3.270 0.051 0.039
N 0.143 -2.551 -0.831 -0.032
C -1.199 -3.063 -0.492 -0.049
C 0.474 -2.816 -2.254 -0.037
C 0.541 -1.568 -3.087 -0.049
C 0.766 -1.697 -4.460 -0.004
C 0.863 -0.573 -5.256 0.027
C 0.725 0.686 -4.674 -0.024
C 0.498 0.802 -3.315 0.020
C 0.408 -0.321 -2.484 0.051
H 0.974 -4.352 -0.089 0.005
H 0.867 -3.036 1.087 -0.006
H 2.108 -2.971 -0.171 -0.003
H -1.210 -4.159 -0.566 -0.002
H -1.949 -2.630 -1.150 0.017
H -1.435 -2.823 0.539 -0.006
H -0.267 -3.513 -2.660 -0.003
H 1.438 -3.329 -2.283 0.004
H 0.867 -2.686 -4.899 -0.001
H 1.042 -0.672 -6.320 0.003
H 0.797 1.578 -5.286 0.000
H 0.396 1.781 -2.868 0.011
S -2.075 -0.755 1.480 0.028
Sb -2.346 1.193 2.737 -0.002
C -0.616 1.709 3.796 0.004
C 0.506 2.085 3.080 0.011
C 1.716 2.372 3.715 0.009
C 1.807 2.246 5.087 0.002
C 0.676 1.884 5.816 0.000
C -0.532 1.634 5.190 0.000
C -3.161 2.766 1.619 0.004
C -4.326 2.422 0.926 0.001
C -4.976 3.339 0.151 0.001
C -4.416 4.624 0.146 0.001
C -3.261 4.974 0.775 0.000
C -2.514 3.989 1.515 -0.001
C -3.662 0.712 4.314 0.001
C -4.845 1.419 4.499 -0.001
C -5.700 1.077 5.539 0.000
C -5.370 0.034 6.392 0.000
C -4.189 -0.673 6.206 0.001
C -3.335 -0.339 5.166 0.001
H 0.553 2.133 1.994 -0.022
H 2.493 2.700 3.036 0.000
H 2.739 2.432 5.605 0.000
H 0.742 1.778 6.891 0.000
H -1.384 1.343 5.789 0.000
H -4.707 1.409 1.019 0.003
H -5.886 3.113 -0.385 0.000
H -4.926 5.410 -0.406 0.000
H -2.897 5.991 0.760 0.000
H -1.752 4.240 2.237 0.001
H -5.098 2.237 3.834 0.000
H -6.622 1.626 5.683 0.000
H -6.035 -0.231 7.204 0.000
H -3.930 -1.487 6.871 0.000
H -2.419 -0.901 5.019 -0.001
C 4.602 2.389 -1.537 0.005
Si 3.541 1.364 -0.356 -0.008
C 3.670 -0.441 -0.912 0.047
C 4.468 1.324 1.309 0.007
C 1.818 1.954 -0.396 0.172
Si 1.342 3.683 -0.587 0.010
C 2.191 4.552 -2.035 0.005
C 1.668 4.980 0.786 0.018
C -0.514 3.870 -0.780 0.014
H 5.562 1.894 -1.712 0.001
H 4.814 3.387 -1.146 0.000
H 4.096 2.498 -2.498 -0.001
H 4.711 -0.782 -0.921 0.002
H 3.246 -0.579 -1.910 -0.005
H 3.126 -1.080 -0.213 -0.016
H 5.430 0.872 1.033 0.000
H 3.984 0.670 2.032 -0.001
H 4.709 2.277 1.785 0.001
H 1.203 1.264 0.227 -0.060
H 3.235 4.759 -1.793 0.000
H 1.694 5.508 -2.223 0.000
H 2.165 3.967 -2.957 -0.002
H 2.743 5.107 0.959 -0.001
H 1.201 4.826 1.757 -0.002
H 1.302 5.937 0.393 0.000
H -0.935 3.491 -1.715 0.000
H -0.830 4.914 -0.696 0.000
H -1.069 3.292 -0.059 -0.004
N 1.199 -0.706 1.492 -0.084
C 1.807 -0.919 2.454 0.043
C 2.495 -1.242 3.615 0.006
C 3.813 -1.750 3.538 0.002
N 4.885 -2.172 3.467 0.003
C 1.839 -1.079 4.858 0.000
N 1.299 -0.938 5.870 0.003
O -1.112 0.991 -0.807 0.337

[2]
135
Properties=species:S:1:pos:R:3:mulliken_spin:R:1 method="wB97M-V/def2-TZVPD" total_charge=+2 homo_energy_ev="-11.82 / -11.82" s2=2.006 multiplicity=3 gap_ev="3.35 / 3.34" energy_ev=-193672.031
C 3.790 -0.266 6.499 0.000
N 3.726 -0.134 5.043 0.000
C 2.643 0.411 4.418 -0.002
C 2.580 0.504 3.094 -0.002
C 3.642 0.030 2.325 0.003
C 4.745 -0.620 2.969 0.000
C 4.766 -0.656 4.382 0.000
C 3.609 0.031 0.805 -0.003
C 3.378 1.240 0.114 0.002
C 3.211 1.262 -1.270 0.003
N 3.400 0.086 -1.961 0.000
C 3.633 -1.052 -1.344 0.000
C 3.686 -1.122 0.062 0.000
C 3.340 0.137 -3.416 0.000
H 2.801 -0.261 6.959 0.000
H 4.452 0.509 6.887 0.000
H 4.187 -1.270 6.646 0.000
H 1.847 0.782 5.047 -0.001
H 1.742 0.822 2.492 0.004
H 5.582 -1.048 2.437 0.000
H 5.594 -1.095 4.919 0.000
H 3.270 2.154 0.679 -0.002
H 3.007 2.206 -1.754 0.001
H 3.834 -1.849 -2.044 0.000
H 3.814 -2.085 0.532 0.000
H 2.758 1.000 -3.738 0.000
H 2.815 -0.727 -3.823 0.000
H 4.308 0.388 -3.851 0.000
Hf -2.257 -4.718 1.221 0.879
Hf -4.013 -2.953 -2.722 0.002
C -5.945 1.216 -2.562 0.000
F -6.032 2.083 -3.560 0.000
F -5.990 1.960 -1.430 0.000
F -7.010 0.410 -2.574 0.000
S -4.275 0.105 -2.545 -0.001
O -4.298 -0.843 -3.680 0.000
O -3.049 0.876 -2.500 0.000
O -4.311 -0.901 -1.507 0.000
C 2.603 -4.638 2.546 0.000
F 3.475 -3.932 3.241 0.000
F 2.877 -4.599 1.260 0.000
F 2.493 -5.869 3.025 0.000
S 0.880 -3.871 2.759 0.054
O 0.997 -2.542 2.209 -0.001
O -0.146 -4.654 2.072 0.038
O 0.637 -3.838 4.239 0.001
C -0.911 -0.374 -0.124 -0.013
F -0.508 0.652 -0.885 -0.017
F -0.229 -0.333 1.032 0.013
F -2.244 -0.196 0.092 0.000
S -0.715 -2.129 -1.020 0.084
O -0.942 -3.160 0.036 -0.198
O -1.871 -2.195 -2.016 0.012
O 0.562 -2.172 -1.677 -0.011
C -1.440 -7.423 -3.034 0.002
F -0.357 -7.721 -3.759 0.000
F -2.572 -7.550 -3.709 0.000
F -1.455 -8.220 -1.997 0.001
S -1.387 -5.581 -2.328 -0.012
O -2.521 -4.760 -2.925 0.002
O -1.605 -5.587 -0.866 0.000
O -0.096 -5.038 -2.627 0.002
C -0.804 -0.943 -5.657 0.000
F -0.231 -0.958 -4.450 0.000
F -1.602 0.126 -5.691 0.000
F 0.073 -0.805 -6.686 0.000
S -1.866 -2.529 -5.772 0.000
O -2.869 -2.286 -6.766 0.000
O -1.078 -3.761 -6.028 0.000
O -2.585 -2.580 -4.469 0.002
B -3.135 -3.056 3.058 0.033
F -3.606 -2.205 3.994 0.001
F -4.081 -3.796 2.367 0.021
F -2.445 -2.521 2.096 0.007
F -2.292 -3.941 3.514 0.033
F -3.499 -3.386 -0.385 0.053
C -3.526 2.572 1.488 -0.004
C -2.788 3.822 0.821 -0.003
C -3.789 4.944 1.120 0.021
C -3.327 6.316 0.775 -0.014
C -1.984 6.509 1.457 0.014
C -0.810 5.414 1.365 -0.001
N -1.439 4.087 1.474 0.442
O -0.552 2.993 1.507 0.504
C -0.178 5.765 -0.045 0.029
C 0.179 5.670 2.526 0.006
C -2.797 3.658 -0.716 0.018
H -3.644 2.678 2.566 -0.006
H -2.912 1.675 1.402 0.006
H -4.488 2.447 0.991 0.001
H -4.683 4.767 0.521 0.000
H -4.152 4.927 2.147 -0.005
H -4.107 6.999 1.112 0.000
H -3.151 6.438 -0.294 0.000
H -2.254 6.728 2.490 -0.002
H -1.621 7.434 1.009 0.000
H -0.884 5.813 -0.874 -0.003
H 0.146 6.805 -0.008 0.000
H 0.632 5.084 -0.307 0.003
H 0.937 4.889 2.568 -0.002
H 0.770 6.585 2.482 -0.001
H -0.415 5.712 3.439 -0.001
H -2.549 4.589 -1.226 0.001
H -3.744 3.253 -1.073 0.002
H -2.060 2.881 -0.919 0.006
N 0.082 2.290 -3.470 0.000
C 0.603 2.535 -4.707 0.000
C 1.480 3.609 -4.690 0.000
C 1.380 4.140 -3.393 -0.001
C 0.646 3.216 -2.665 -0.032
H -0.451 1.459 -3.255 0.000
H 0.291 1.996 -5.589 0.000
H 1.972 4.135 -5.494 0.000
H 1.809 5.066 -3.039 0.000
H 0.396 3.156 -1.616 0.032
N -0.457 -1.441 5.543 0.000
C -0.550 -0.459 4.582 0.003
C -0.648 0.726 5.240 0.002
C -0.772 0.460 6.645 0.001
C -0.675 -0.908 6.774 0.000
H -0.411 -2.422 5.307 0.000
H -0.490 -0.674 3.525 -0.001
H -0.751 1.652 4.694 -0.004
H -0.839 1.138 7.482 0.000
H -0.666 -1.568 7.629 0.000
N 2.795 -4.022 -3.006 0.000
C 3.139 -3.367 -4.162 0.000
C 4.545 -3.201 -4.130 0.000
C 5.013 -3.868 -3.001 0.000
C 3.920 -4.325 -2.219 0.000
H 1.859 -4.315 -2.764 0.000
H 2.503 -3.153 -5.009 0.000
H 5.192 -2.771 -4.881 0.000
H 6.063 -4.022 -2.803 0.000
H 3.729 -4.760 -1.248 0.000

[3]
96
Properties=species:S:1:pos:R:3:mulliken_spin:R:1 method="wB97M-V/def2-TZVPD" total_charge=-1 homo_energy_ev="-4.19 / -4.19" de_lowest_kj_mol=227.3 s2=0.793 multiplicity=2 gap_ev="6.16 / 6.50" energy_ev=-215913.476
V 0.022 -0.205 -0.132 1.241
C 3.186 -0.231 0.061 0.010
N 2.192 -0.517 1.084 0.006
C 2.579 0.120 2.335 0.003
C 1.924 -1.917 1.279 0.012
C 2.952 -2.835 1.389 -0.007
C 2.703 -4.194 1.496 0.003
C 1.391 -4.627 1.461 -0.001
C 0.349 -3.721 1.397 -0.005
C 0.564 -2.332 1.356 -0.032
N -0.387 -1.344 1.302 -0.035
C -1.625 -1.323 1.900 -0.033
C -2.412 -2.423 2.261 -0.008
C -3.685 -2.277 2.783 0.002
C -4.228 -1.026 2.981 -0.003
C -3.453 0.085 2.695 0.000
C -2.176 -0.037 2.178 0.028
N -1.341 1.096 1.961 -0.005
C -0.464 1.315 3.102 0.007
C -2.009 2.338 1.621 0.009
H 4.202 -0.539 0.353 -0.001
H 3.197 0.846 -0.118 0.001
H 2.911 -0.728 -0.869 -0.007
H 3.601 -0.168 2.631 0.000
H 1.898 -0.181 3.127 -0.001
H 2.530 1.202 2.219 -0.001
H 3.976 -2.486 1.374 0.000
H 3.521 -4.894 1.576 0.000
H 1.177 -5.688 1.472 0.000
H -0.643 -4.116 1.273 -0.001
H -2.048 -3.424 2.115 0.001
H -4.259 -3.161 3.029 0.000
H -5.225 -0.904 3.379 0.000
H -3.850 1.070 2.893 0.001
H -1.019 1.737 3.958 0.000
H 0.327 2.005 2.812 0.002
H -0.028 0.370 3.412 -0.001
H -2.512 2.801 2.487 0.002
H -2.737 2.161 0.830 -0.005
H -1.258 3.040 1.261 0.000
O 1.443 2.973 1.102 -0.003
C 1.098 2.502 0.007 -0.009
O 0.427 1.420 -0.093 -0.043
C 1.399 3.212 -1.264 0.000
C 1.802 4.542 -1.190 0.000
C 1.993 5.298 -2.326 0.000
C 1.763 4.724 -3.573 0.000
C 1.387 3.404 -3.670 0.001
C 1.231 2.609 -2.526 -0.001
S 0.939 0.929 -2.761 -0.018
H 1.954 4.961 -0.203 0.000
H 2.297 6.332 -2.248 0.000
H 1.887 5.311 -4.473 0.000
H 1.214 2.937 -4.629 0.000
C -1.002 0.019 -6.520 0.000
C -1.790 0.678 -5.397 -0.001
C -1.934 -0.231 -4.176 0.013
C -2.440 0.535 -2.967 -0.020
Ge -2.335 -0.457 -1.180 0.018
C -3.591 -2.065 -1.282 0.000
C -5.059 -1.773 -1.551 -0.006
C -5.398 -1.630 -3.033 0.000
C -6.896 -1.773 -3.275 0.000
H -0.916 0.683 -7.379 0.000
H -1.486 -0.901 -6.841 0.000
H -0.001 -0.225 -6.172 0.000
H -2.782 0.963 -5.760 0.000
H -1.274 1.590 -5.091 0.000
H -0.959 -0.666 -3.947 -0.003
H -2.616 -1.052 -4.406 0.001
H -3.483 0.828 -3.104 0.002
H -1.856 1.449 -2.843 0.000
H -3.372 0.497 -0.398 -0.002
H -3.492 -2.573 -0.324 0.003
H -3.203 -2.746 -2.033 -0.001
H -5.357 -0.865 -1.023 0.002
H -5.658 -2.595 -1.145 0.000
H -4.867 -2.392 -3.606 0.000
H -5.062 -0.658 -3.393 0.000
H -7.234 -2.770 -3.000 0.000
H -7.146 -1.611 -4.322 0.000
H -7.444 -1.052 -2.673 0.000
Br 3.021 -5.861 -5.972 0.000
C 2.134 -4.839 -4.628 0.001
C 2.841 -3.840 -3.977 0.001
C 2.205 -3.098 -3.004 0.002
C 0.872 -3.349 -2.680 0.000
C 0.182 -4.357 -3.354 -0.001
C 0.804 -5.102 -4.335 0.000
C 0.149 -2.536 -1.661 -0.044
O -0.966 -2.903 -1.259 0.000
O 0.719 -1.480 -1.260 -0.070
H 3.867 -3.636 -4.241 0.000
H 2.731 -2.306 -2.491 -0.001
H -0.853 -4.529 -3.093 0.000
H 0.264 -5.864 -4.878 0.000

[4]
102
Properties=species:S:1:pos:R:3:mulliken_spin:R:1 method="wB97M-V/def2-TZVPD" total_charge=-1 homo_energy_ev="-3.56 / -4.49" de_lowest_kj_mol=81.5 s2=2.003 multiplicity=3 gap_ev="5.85 / 6.79" energy_ev=-119642.893
Ti 13.750 12.599 10.870 1.786
C 6.918 13.274 12.073 0.000
C 8.300 12.956 11.514 0.006
C 8.717 13.373 10.240 0.004
C 9.878 12.875 9.641 -0.031
C 10.781 12.064 10.345 0.030
N 12.015 11.589 9.873 -0.051
C 11.830 10.374 9.233 0.082
C 10.562 9.897 8.816 0.013
C 10.425 8.696 8.086 -0.003
C 11.495 7.916 7.721 0.007
C 11.312 6.629 6.918 0.000
C 12.754 8.306 8.196 -0.003
C 12.936 9.487 8.907 0.001
N 14.239 9.827 9.392 0.017
C 15.418 9.464 8.831 0.006
C 16.405 9.666 9.741 0.004
C 15.759 10.154 10.885 -0.008
N 14.438 10.278 10.637 0.024
C 10.437 11.855 11.694 0.020
C 9.214 12.178 12.261 0.005
N 11.466 11.225 12.537 0.043
C 11.272 10.291 13.497 0.020
C 12.458 10.251 14.231 -0.008
C 13.308 11.172 13.603 0.083
N 12.680 11.740 12.593 -0.131
H 6.313 13.964 11.507 0.000
H 6.984 13.687 13.083 0.000
H 6.368 12.354 12.248 0.000
H 8.073 14.014 9.671 0.000
H 10.139 13.223 8.652 0.001
H 9.665 10.468 9.020 0.004
H 9.430 8.400 7.774 -0.001
H 10.268 6.377 6.631 0.000
H 11.699 5.735 7.422 0.000
H 11.860 6.721 5.973 0.000
H 13.627 7.686 8.021 0.000
H 15.506 9.133 7.799 0.001
H 17.485 9.604 9.634 0.000
H 16.213 10.526 11.802 0.001
H 9.000 11.865 13.260 -0.001
H 10.328 9.775 13.669 0.003
H 12.730 9.566 15.015 0.000
H 14.340 11.370 13.870 -0.002
C 14.325 17.176 12.890 0.001
C 13.978 15.919 12.039 0.028
N 13.466 14.727 12.705 -0.080
C 12.172 14.889 13.345 0.037
C 11.100 15.473 12.376 0.004
C 14.440 14.197 13.629 0.044
C 15.810 13.975 13.016 -0.018
N 15.699 13.284 11.751 -0.010
C 16.826 13.265 10.985 0.019
C 16.770 12.928 9.588 0.011
F 15.509 12.947 9.026 0.015
C 17.854 12.626 8.798 -0.001
F 17.689 12.107 7.567 0.000
C 19.160 12.832 9.293 0.007
C 19.224 13.229 10.612 -0.001
F 20.389 13.410 11.247 0.000
C 18.141 13.495 11.398 0.006
F 18.435 13.844 12.695 0.000
H 14.908 17.842 12.254 0.001
H 13.444 17.725 13.212 0.000
H 14.857 16.861 13.789 0.000
H 13.249 16.171 11.254 -0.017
H 14.848 15.580 11.450 -0.003
H 11.808 13.913 13.661 -0.010
H 12.292 15.544 14.211 0.004
H 11.413 15.266 11.356 0.009
H 10.196 14.905 12.521 0.006
H 10.984 16.533 12.543 -0.001
H 14.619 14.856 14.489 0.004
H 14.054 13.288 14.029 -0.024
H 16.376 14.873 12.811 -0.007
H 16.435 13.423 13.735 0.005
H 20.062 12.708 8.719 0.001
C 9.694 18.081 7.436 0.000
C 9.658 17.126 8.614 0.000
C 9.738 17.783 9.977 0.000
O 10.635 16.061 8.562 -0.002
P 12.098 16.095 7.924 0.015
S 12.043 16.079 5.977 0.001
S 13.151 14.678 8.794 0.030
O 12.554 17.583 8.560 -0.001
C 13.638 18.271 7.913 0.000
C 13.639 19.595 8.609 0.000
C 14.969 17.526 8.048 0.000
H 8.837 18.765 7.499 0.000
H 9.608 17.558 6.479 0.000
H 10.652 18.634 7.426 0.000
H 8.696 16.560 8.582 0.000
H 10.625 18.361 10.035 0.000
H 9.677 17.100 10.820 0.000
H 8.912 18.438 10.083 0.000
H 13.468 18.381 6.805 0.000
H 13.988 19.455 9.653 0.000
H 12.645 20.041 8.633 0.000
H 14.349 20.284 8.167 0.000
H 15.325 17.618 9.080 0.000
H 15.795 17.984 7.489 0.000
H 14.890 16.453 7.837 0.001